{"formula": "C82H193N13O14", "method": "wB97M-V/def2-TZVPD", "total_energy_ev": -136183.4003, "orbital_gap_ev": 8.23, "elements": ["C", "C", "C", "O", "C", "N", "H", "H", "H", "H", "H", "H", "H", "H", "H", "H", "H", "C", "C", "C", "O", "C", "N", "H", "H", "H", "H", "H", "H", "H", "H", "H", "H", "H", "C", "C", "C", "O", "C", "N", "H", "H", "H", "H", "H", "H", "H", "H", "H", "H", "H", "C", "C", "C", "O", "C", "N", "H", "H", "H", "H", "H", "H", "H", "H", "H", "H", "H", "C", "C", "C", "O", "C", "N", "H", "H", "H", "H", "H", "H", "H", "H", "H", "H", "H", "C", "C", "C", "O", "C", "N", "H", "H", "H", "H", "H", "H", "H", "H", "H", "H", "H", "C", "C", "C", "O", "C", "N", "H", "H", "H", "H", "H", "H", "H", "H", "H", "H", "H", "O", "H", "H", "C", "C", "C", "C", "C", "C", "N", "O", "C", "C", "C", "H", "H", "H", "H", "H", "H", "H", "H", "H", "H", "H", "H", "H", "H", "H", "H", "H", "H", "H", "C", "C", "C", "C", "C", "C", "N", "O", "C", "C", "C", "H", "H", "H", "H", "H", "H", "H", "H", "H", "H", "H", "H", "H", "H", "H", "H", "H", "H", "H", "C", "C", "C", "C", "C", "C", "N", "O", "C", "C", "C", "H", "H", "H", "H", "H", "H", "H", "H", "H", "H", "H", "H", "H", "H", "H", "H", "H", "H", "H", "C", "C", "C", "C", "C", "C", "N", "O", "C", "C", "C", "H", "H", "H", "H", "H", "H", "H", "H", "H", "H", "H", "H", "H", "H", "H", "H", "H", "H", "H", "C", "C", "C", "C", "C", "C", "N", "O", "C", "C", "C", "H", "H", "H", "H", "H", "H", "H", "H", "H", "H", "H", "H", "H", "H", "H", "H", "H", "H", "H", "C", "C", "C", "C", "C", "C", "N", "O", "C", "C", "C", "H", "H", "H", "H", "H", "H", "H", "H", "H", "H", "H", "H", "H", "H", "H", "H", "H", "H", "H"], "coordinates": [[0.8090, -2.9745, 5.2340], [-0.1821, -4.1107, 5.2765], [-1.3287, -3.8047, 4.2556], [-2.3924, -4.6997, 4.4898], [-3.6186, -4.4814, 3.7901], [0.5585, -5.3081, 5.0084], [0.3895, -1.9696, 5.2826], [1.4712, -2.9372, 4.3691], [1.3763, -3.0333, 6.1629], [-0.6574, -4.2679, 6.2447], [-0.9925, -3.7818, 3.2190], [-1.7029, -2.7988, 4.4459], [-3.5527, -4.7894, 2.7465], [-3.9633, -3.4562, 3.9252], [-4.4508, -5.0512, 4.2037], [1.1066, -5.1381, 4.1773], [1.1949, -5.3567, 5.7912], [-4.0327, 2.0489, 4.5800], [-4.7264, 3.3581, 4.3038], [-5.5611, 3.8976, 5.5109], [-6.6935, 3.1465, 5.9261], [-7.7416, 2.9131, 4.9172], [-3.6996, 4.2866, 3.8030], [-4.7055, 1.2837, 4.9673], [-3.3846, 2.1447, 5.4511], [-3.4410, 1.7127, 3.7285], [-5.4430, 3.3471, 3.4825], [-5.9633, 4.8801, 5.2643], [-4.9222, 3.9914, 6.3890], [-7.4620, 2.3166, 4.0488], [-7.9018, 3.9273, 4.5514], [-8.6098, 2.4090, 5.3417], [-3.5515, 4.0214, 2.8398], [-4.2573, 5.1276, 3.7599], [-0.9851, 6.6851, 3.2540], [-0.1923, 5.3874, 3.2653], [0.2819, 4.8965, 4.6037], [1.2361, 3.8606, 4.4993], [2.1171, 3.9002, 5.6039], [-0.9243, 4.3642, 2.6496], [-0.9684, 7.2750, 2.3375], [-0.5995, 7.3773, 4.0026], [-1.9751, 6.5342, 3.6842], [0.6933, 5.4986, 2.6398], [-0.5337, 4.4357, 5.1610], [0.6656, 5.8029, 5.0720], [2.5116, 4.9044, 5.7589], [3.0794, 3.4524, 5.3558], [1.7183, 3.4771, 6.5259], [-1.6850, 4.2962, 3.3105], [-0.3904, 3.5145, 2.7641], [-7.2550, -2.0270, -4.6424], [-5.7429, -2.0245, -4.5838], [-5.1380, -1.1174, -3.4966], [-3.7882, -1.2692, -3.4406], [-3.1788, -0.1963, -2.6896], [-5.4949, -3.4019, -4.2246], [-7.7372, -2.4367, -3.7549], [-7.7033, -2.5978, -5.4556], [-7.6408, -1.0076, -4.6498], [-5.4400, -1.8842, -5.6214], [-5.5372, -1.4253, -2.5302], [-5.4227, -0.1025, -3.7742], [-3.7172, 0.0732, -1.7810], [-3.0898, 0.7155, -3.2802], [-2.2035, -0.5300, -2.3352], [-4.4889, -3.4683, -4.1646], [-5.7196, -3.6370, -3.2684], [-0.1265, -8.7306, 1.3147], [0.9935, -7.8489, 2.0582], [0.9197, -6.3048, 1.9302], [2.0615, -5.5917, 2.3333], [2.8989, -5.1202, 1.2516], [0.7801, -8.1259, 3.4911], [0.0473, -9.7548, 1.6446], [-0.1776, -8.7403, 0.2260], [-1.1435, -8.4654, 1.6037], [1.9177, -8.2958, 1.6918], [0.0099, -5.9189, 2.3901], [0.7064, -6.1532, 0.8721], [3.3634, -5.8894, 0.6347], [3.6027, -4.4865, 1.7912], [2.5180, -4.4181, 0.5099], [-0.0535, -7.6816, 3.8486], [1.4879, -7.5672, 3.9459], [-4.8351, 3.2462, -1.0909], [-3.5367, 3.9107, -0.8329], [-3.8246, 5.4490, -0.9219], [-2.6853, 6.3253, -0.7365], [-2.8578, 7.6727, -1.0501], [-3.0968, 3.5425, 0.4423], [-4.7305, 2.2101, -1.4129], [-5.4045, 3.7249, -1.8876], [-5.5008, 3.2646, -0.2279], [-2.7533, 3.7192, -1.5662], [-4.5317, 5.6695, -0.1223], [-4.3145, 5.6225, -1.8800], [-2.7346, 7.8220, -2.1228], [-2.3196, 8.3993, -0.4415], [-3.8881, 7.9937, -0.8965], [-2.4707, 4.2781, 0.7372], [-2.4516, 2.7685, 0.5115], [0.9688, 6.9087, -0.1703], [1.1490, 5.4446, -0.5476], [2.4766, 4.8904, 0.0895], [3.6980, 5.4616, -0.5208], [4.2019, 4.8337, -1.6999], [-0.0395, 4.6988, -0.2085], [0.8681, 7.0854, 0.9005], [0.1103, 7.3124, -0.7071], [1.8638, 7.3992, -0.5531], [1.3405, 5.4015, -1.6198], [2.4522, 3.8131, -0.0747], [2.5657, 5.0715, 1.1606], [3.7588, 5.1843, -2.6320], [4.0404, 3.7702, -1.5240], [5.2902, 4.8747, -1.7448], [-0.8088, 5.2275, -0.5942], [-0.2071, 4.7343, 0.7869], [1.4068, 1.1779, 5.3585], [2.1572, 0.8583, 4.8576], [1.0740, 1.9158, 4.8477], [-1.4397, 3.6699, -4.1570], [-0.7631, 3.2307, -5.4791], [0.0604, 4.3851, -6.2758], [1.3884, 4.6827, -5.5930], [2.3016, 3.3726, -5.4756], [1.5545, 2.2259, -4.6931], [0.1373, 2.1054, -5.1368], [-0.4431, 0.9303, -4.7093], [2.3442, 0.8545, -4.8621], [1.5136, 2.3841, -3.1656], [-1.7769, 2.6924, -6.5249], [-1.9161, 2.7932, -3.7182], [-2.1279, 4.4986, -4.3232], [-0.7077, 4.0491, -3.4440], [0.2394, 4.2004, -7.3350], [-0.5223, 5.2984, -6.1561], [1.1972, 5.1003, -4.6044], [1.8564, 5.4369, -6.2256], [3.2781, 3.5568, -5.0277], [2.5337, 3.0618, -6.4942], [3.3392, 0.9452, -4.4265], [1.7262, 0.0899, -4.3913], [2.4323, 0.5604, -5.9080], [2.5342, 2.5052, -2.8023], [1.1467, 3.3612, -2.8514], [1.0115, 1.5654, -2.6502], [-2.4734, 1.9633, -6.1109], [-1.3486, 2.1354, -7.3582], [-2.4966, 3.3813, -6.9671], [-0.6980, 0.5732, -5.5632], [6.9952, -1.6146, -1.1934], [6.4695, -3.0402, -1.4625], [4.8680, -3.0339, -1.7049], [4.5217, -2.2214, -2.9967], [5.0630, -2.9737, -4.1736], [6.5683, -3.2175, -4.0039], [7.0686, -3.5924, -2.7145], [8.3727, -3.9278, -2.6019], [6.8503, -4.4276, -4.9230], [7.3589, -2.0223, -4.6354], [6.6345, -3.9762, -0.2037], [7.9513, -1.6413, -0.6707], [6.3043, -1.0077, -0.6083], [7.0878, -1.0929, -2.1459], [4.3141, -3.9537, -1.5173], [4.5732, -2.4255, -0.8500], [4.8707, -1.1901, -3.0483], [3.4365, -2.1307, -3.0443], [4.9148, -2.2036, -4.9307], [4.4382, -3.8054, -4.4991], [6.2754, -5.3071, -4.6333], [6.4650, -4.2285, -5.9230], [7.9136, -4.6500, -5.0130], [7.2084, -1.0447, -4.1775], [8.4009, -2.3184, -4.5138], [7.2710, -1.8349, -5.7056], [7.6506, -4.3681, -0.2503], [6.0022, -4.8640, -0.1997], [6.4194, -3.4419, 0.7217], [8.7437, -3.0526, -2.4680], [7.6846, 0.4412, 3.6270], [7.8225, 1.7307, 2.8664], [6.7364, 1.6770, 1.7307], [6.3350, 3.0270, 1.1040], [6.0238, 4.0008, 2.2260], [7.0339, 4.2909, 3.3166], [7.5126, 2.9545, 3.7489], [8.2626, 3.0542, 4.9025], [8.1084, 5.2119, 2.7671], [6.1604, 4.9460, 4.4717], [9.2797, 1.8124, 2.3577], [6.7417, 0.3928, 4.1718], [8.4992, 0.3737, 4.3481], [7.6187, -0.4890, 3.0626], [7.1561, 1.0945, 0.9105], [5.7966, 1.2585, 2.0909], [5.5078, 2.8396, 0.4195], [7.0855, 3.5074, 0.4762], [5.0988, 3.6323, 2.6697], [5.7736, 4.9191, 1.6949], [7.9204, 6.2761, 2.9093], [9.0685, 5.1292, 3.2764], [8.3020, 5.0505, 1.7066], [5.5272, 5.6351, 3.9129], [5.4824, 4.2021, 4.8901], [6.7683, 5.3962, 5.2565], [9.5375, 0.9411, 1.7558], [9.9683, 1.8080, 3.2026], [9.4878, 2.6191, 1.6548], [9.1007, 3.4549, 4.6606], [-5.4964, 0.3763, 1.0569], [-5.9874, -1.0692, 1.3385], [-6.1690, -1.3530, 2.8483], [-7.4960, -0.7146, 3.4622], [-8.6331, -1.3301, 2.7567], [-8.6125, -1.0582, 1.2219], [-7.2699, -1.4439, 0.7339], [-7.2575, -1.4193, -0.7097], [-9.6601, -2.0181, 0.6184], [-9.0121, 0.4306, 0.9703], [-4.8378, -1.9633, 0.9132], [-5.2905, 0.5248, -0.0031], [-4.6355, 0.6389, 1.6717], [-6.1921, 1.1620, 1.3515], [-6.1641, -2.4289, 3.0232], [-5.2835, -1.0038, 3.3794], [-7.3804, 0.3607, 3.3257], [-7.6030, -0.8507, 4.5383], [-9.5695, -1.1113, 3.2699], [-8.4916, -2.4035, 2.8827], [-9.6099, -2.9706, 1.1460], [-10.6302, -1.6081, 0.8995], [-9.7144, -2.1910, -0.4565], [-9.8578, 0.4343, 0.2827], [-9.3227, 0.9706, 1.8648], [-8.2745, 1.0403, 0.4484], [-5.1409, -2.9950, 1.0916], [-3.9820, -1.8532, 1.5792], [-4.5536, -1.8091, -0.1278], [-6.8603, -0.5774, -0.9446], [1.1239, -4.9293, -2.9175], [-0.3514, -4.9208, -3.4016], [-0.3364, -4.0637, -4.6849], [-1.5634, -4.1602, -5.6147], [-1.9461, -5.6301, -5.8939], [-2.0511, -6.5166, -4.6731], [-0.8868, -6.2275, -3.7418], [-0.8353, -6.9896, -2.5948], [-3.4786, -6.3565, -4.0560], [-1.8201, -7.9780, -5.1337], [-1.2047, -4.1244, -2.3269], [1.4214, -3.8834, -2.8423], [1.8206, -5.4587, -3.5675], [1.2040, -5.3996, -1.9374], [-0.3092, -2.9914, -4.4910], [0.4947, -4.3072, -5.3468], [-1.3833, -3.6561, -6.5642], [-2.4384, -3.6527, -5.2087], [-1.2811, -5.9936, -6.6773], [-2.9575, -5.6303, -6.3004], [-3.6058, -5.4114, -3.5279], [-4.2918, -6.5421, -4.7577], [-3.6664, -7.1721, -3.3577], [-0.8006, -7.9464, -5.5182], [-1.9297, -8.7238, -4.3465], [-2.4778, -8.3024, -5.9401], [-0.5749, -3.3433, -1.9010], [-1.5773, -4.8241, -1.5788], [-1.9989, -3.4893, -2.7192], [-0.0167, -7.4809, -2.6947], [2.8655, -0.1849, 2.5888], [2.1595, 0.1036, 1.2280], [2.0840, -1.2489, 0.5016], [0.8194, -2.1183, 0.7398], [-0.3993, -1.1929, 0.7286], [-0.3646, 0.0300, 1.6392], [0.8533, 0.8437, 1.3356], [0.9295, 2.0776, 1.9608], [-1.5874, 0.9073, 1.3142], [-0.5092, -0.3103, 3.1448], [3.0100, 1.0246, 0.2698], [3.8995, 0.1587, 2.5616], [2.8024, -1.2080, 2.9594], [2.5257, 0.4822, 3.3810], [2.1757, -1.0570, -0.5674], [2.9592, -1.8016, 0.8432], [0.8345, -2.6646, 1.6829], [0.6140, -2.9107, 0.0202], [-1.2986, -1.6910, 1.0911], [-0.6111, -0.8113, -0.2702], [-1.4925, 1.3614, 0.3278], [-2.4997, 0.3138, 1.3720], [-1.6423, 1.7716, 1.9761], [0.4240, -0.7782, 3.4583], [-0.5725, 0.6745, 3.6077], [-1.4548, -0.8178, 3.3354], [2.4496, 1.4298, -0.5727], [3.8328, 0.4961, -0.2118], [3.4475, 1.8629, 0.8119], [1.2026, 2.6389, 1.2314]], "forces_ev_per_angstrom": [[-0.1, 1.6, 1.3], [-1.1, 0.9, -1.6], [-0.2, -0.2, 1.0], [-0.7, -0.9, -0.1], [0.4, 0.2, 0.3], [-0.4, -1.0, -0.1], [-0.4, 0.0, 0.0], [0.0, -0.6, -0.1], [0.6, -0.1, -0.2], [-0.1, 0.5, 0.1], [0.3, -0.4, -0.4], [0.1, 0.3, 0.2], [0.2, 0.4, -0.3], [0.3, 0.4, -0.4], [0.5, -0.5, 0.4], [0.4, -0.2, -0.1], [0.4, -0.5, -0.1], [-0.5, -0.5, 0.9], [-0.6, -0.3, 0.1], [0.1, 0.0, -0.5], [-0.4, -1.8, -0.7], [1.6, 1.2, 0.4], [-0.8, 0.6, 1.2], [-0.4, -0.3, -0.6], [0.5, 0.5, -0.2], [-0.1, -0.2, 0.0], [-0.4, -1.0, -0.1], [0.3, 0.5, -0.3], [-0.1, 0.0, 0.1], [0.6, -0.1, 0.2], [-1.0, 0.0, -0.3], [0.2, 0.5, 0.5], [0.1, 0.0, -0.5], [0.5, 0.9, -0.4], [0.3, 0.6, 1.6], [1.5, 0.7, -0.8], [-0.4, 0.8, 0.5], [0.7, 0.4, -0.1], [1.5, 0.6, 0.0], [-1.6, -1.2, -0.6], [-0.3, -0.6, -0.2], [0.6, 0.1, 0.1], [-0.4, -0.2, -0.7], [0.6, 0.5, 0.2], [-0.5, 0.6, 0.3], [0.4, -0.3, 0.8], [-0.7, 0.6, 0.3], [-0.4, -1.0, -0.2], [-0.1, 0.0, -0.1], [-0.9, -0.7, -0.3], [0.1, -0.5, -0.2], [-1.3, 1.5, 0.6], [-1.6, -1.4, 1.2], [-2.0, 0.1, -1.5], [2.5, 0.8, 0.5], [0.2, -0.7, -0.1], [2.1, -1.3, -0.5], [0.4, -0.2, 0.4], [0.5, 0.1, -0.3], [-0.2, 0.2, -0.5], [0.8, 0.4, 0.3], [-0.7, 0.2, 0.1], [0.0, 0.6, 0.4], [-0.5, -0.3, 0.1], [0.1, -0.1, -0.3], [0.1, 0.0, -0.4], [0.5, -0.5, -0.4], [-0.8, 0.4, 0.3], [0.4, 0.9, 0.4], [-2.4, -0.4, 0.5], [-0.8, -1.2, -2.7], [0.2, 0.3, -1.0], [0.3, 0.5, 1.0], [1.3, -0.7, 0.1], [0.0, 0.1, 0.0], [0.6, 0.3, -0.1], [0.0, 0.2, 0.4], [0.4, 0.5, 0.4], [0.2, -0.1, 0.6], [0.3, 0.6, -0.5], [0.2, -0.5, 0.5], [0.6, -0.5, -0.2], [-1.3, 0.0, 0.2], [-0.5, 0.1, -0.4], [0.4, -0.2, 0.5], [-1.5, -0.7, -1.3], [0.2, 1.8, -1.3], [0.3, 0.0, 0.5], [0.4, -1.5, 0.5], [-1.7, 0.4, -0.7], [1.2, 0.7, 2.7], [0.1, -0.1, 0.2], [0.1, 0.1, -0.3], [0.3, 0.0, 0.3], [-0.2, -0.3, -0.6], [-0.3, 0.2, 0.1], [0.1, 0.2, -0.2], [0.6, 0.3, -0.1], [0.8, -0.6, 0.0], [-0.5, -0.2, 0.2], [0.2, 0.4, 0.6], [-0.5, -0.3, -0.7], [0.8, 0.1, -0.9], [1.2, 0.8, 1.0], [0.1, 0.2, -1.5], [-0.9, 0.1, 0.5], [-0.4, -1.0, 1.2], [0.5, -0.9, -0.4], [0.0, -0.1, 0.0], [-0.1, 0.1, 0.1], [0.0, 0.5, 0.3], [-0.2, -0.1, -0.3], [0.3, -0.3, -0.1], [-0.1, 0.2, 0.0], [-0.1, 0.0, 0.0], [-0.3, -0.4, -0.7], [0.0, 0.8, 0.1], [-0.4, -0.1, -0.2], [-0.1, -0.1, 0.4], [-0.1, -0.6, 0.6], [0.1, 0.0, 0.2], [-0.1, 0.4, -0.4], [0.3, 0.7, -0.8], [0.5, -0.2, -1.0], [-0.4, -0.9, 2.3], [0.9, -1.3, 0.0], [-1.8, 0.6, 0.3], [0.0, -0.8, 0.4], [2.5, 1.4, -2.3], [-1.0, -0.1, 0.2], [-1.3, 0.9, -0.7], [1.3, 1.6, 0.1], [-1.0, -0.7, 0.4], [-0.2, 0.2, 0.0], [-0.4, -0.2, 0.0], [0.1, -0.1, 0.0], [-0.4, -0.5, 0.1], [-0.3, 0.0, -0.3], [0.1, 0.1, 0.1], [0.5, 0.1, 0.3], [-0.1, 0.2, 0.4], [-0.2, -0.3, -0.1], [-0.1, -0.1, 0.1], [0.4, -0.1, 0.3], [0.1, 0.1, -0.2], [0.4, -0.7, 0.2], [-0.8, -0.1, 0.0], [-0.1, 0.1, -0.2], [0.1, -0.2, 0.6], [0.7, 0.3, 0.0], [0.5, 0.7, 0.1], [-0.2, -0.8, 0.1], [-0.4, -0.2, -0.2], [-2.2, -1.4, -0.5], [1.6, 3.1, 0.5], [-1.0, -1.6, 1.5], [-0.3, 1.6, 0.2], [0.7, -0.6, -3.0], [-4.2, -0.7, 2.5], [1.3, 0.5, -0.2], [-0.1, 0.0, -0.7], [0.6, -0.1, 0.4], [0.8, 0.2, -1.3], [0.1, 0.1, -0.1], [0.0, -0.2, 0.3], [0.3, 0.0, 0.1], [0.5, -0.4, -0.8], [-0.3, 0.2, 0.2], [0.4, 0.0, 0.6], [-0.2, 0.0, -0.2], [0.5, -0.4, -0.9], [0.3, -0.4, 0.5], [0.3, 0.0, 0.5], [0.2, 0.3, -0.2], [-0.1, -0.1, 0.2], [-0.1, -0.1, 0.3], [0.3, 0.4, 0.1], [-0.5, -0.5, -0.1], [0.2, 0.2, 0.6], [-0.2, 0.1, -0.4], [0.3, 0.2, -0.1], [1.3, 0.1, 0.0], [-0.4, -0.3, 1.5], [-0.4, 1.7, -0.8], [1.0, 1.2, -0.6], [1.2, -0.2, 0.8], [-1.7, 0.2, -1.3], [-0.8, -1.4, 0.2], [-1.3, -0.9, -0.6], [0.4, -0.4, 0.5], [0.9, 0.6, 0.3], [0.9, -0.6, -1.2], [-0.3, -0.3, -0.7], [0.0, 0.5, 0.3], [-0.1, -0.3, 0.1], [0.6, 0.3, -0.7], [-0.1, -0.6, 0.2], [0.2, -0.4, 0.2], [-0.3, 0.3, 0.3], [0.5, -0.4, -0.1], [-0.2, 0.1, 0.4], [-0.2, 0.5, 0.4], [-0.6, 0.0, -0.1], [0.2, -0.5, 0.2], [-0.1, -0.1, 0.0], [0.1, 0.6, 0.5], [0.3, -0.2, 0.1], [-0.2, 0.2, -0.1], [-0.1, -0.4, 0.2], [0.0, 0.3, 0.0], [-0.2, 0.5, 0.4], [0.6, 0.2, -0.1], [-0.9, 0.3, 0.6], [-0.2, 0.7, 1.0], [-0.8, 0.9, 1.0], [2.5, 0.1, -0.3], [-0.2, -0.7, -0.7], [0.1, 0.4, 0.6], [-0.1, -1.0, -0.8], [0.3, -0.1, 1.0], [-0.5, 0.2, 0.6], [-0.3, -0.2, -0.8], [-0.4, -1.0, -0.1], [0.3, 0.0, 0.0], [0.4, -0.4, -0.3], [-0.5, -0.1, -0.1], [-0.3, -0.2, -0.2], [0.1, 0.3, 0.0], [-0.4, 0.2, -0.2], [0.4, -0.3, 0.1], [-0.3, 0.3, -0.6], [-0.1, -0.2, -0.1], [0.2, -0.2, -0.3], [-0.2, 0.1, 0.0], [0.6, 0.3, 0.1], [-0.2, 0.1, 0.1], [0.1, -0.1, 0.1], [0.4, -0.2, 0.2], [-0.1, -0.2, -0.5], [0.1, 0.5, -0.1], [0.1, -0.1, 0.0], [0.0, 0.5, -0.2], [-0.7, -0.6, 0.3], [-1.0, 2.1, -0.8], [-0.9, 0.4, -1.4], [-0.6, -1.1, 0.6], [-0.2, 1.3, -0.4], [0.1, -0.6, 1.0], [0.4, 0.8, -1.6], [-0.6, -1.1, 0.9], [0.6, -0.8, 0.6], [0.1, 0.5, 0.0], [0.7, -0.2, -0.5], [0.2, 0.0, 0.1], [-0.2, 0.0, -0.3], [0.0, 0.1, 0.2], [0.6, 0.0, 0.6], [0.4, -0.2, 0.3], [0.3, 0.0, 0.0], [0.0, 0.1, 0.4], [0.2, -0.4, 0.2], [0.1, 0.0, -0.4], [-0.1, 0.0, -0.2], [0.3, 0.5, -0.5], [0.4, 0.1, 0.5], [0.1, -0.5, 0.0], [0.2, 0.2, 0.2], [-0.2, 0.3, -0.1], [0.3, -0.3, 0.5], [0.0, 0.3, 0.2], [-0.5, -0.6, -0.5], [0.0, -0.3, 0.1], [0.2, 1.5, 0.2], [0.1, 1.0, 0.0], [-1.1, -0.8, -0.3], [-0.5, 1.0, 0.5], [-0.3, 0.3, 0.4], [0.0, 1.5, 0.7], [-0.4, -3.2, -1.7], [0.5, -0.2, 0.9], [0.6, 0.0, -0.3], [0.7, 1.0, -1.1], [0.4, -0.2, 0.7], [0.4, -0.6, -0.4], [-0.1, 0.0, -0.2], [-0.6, -0.1, -0.4], [0.0, -0.2, -0.1], [0.2, 0.0, -0.4], [0.3, 0.2, 0.4], [0.6, 0.1, -0.4], [-0.1, -0.5, -0.3], [0.1, -0.2, -0.3], [0.1, -0.5, -0.4], [-0.1, 0.1, 0.0], [-0.1, -0.3, 0.4], [-0.6, -0.4, 0.5], [0.1, -0.2, 0.5], [0.3, -0.4, 0.1], [-0.5, -0.1, 0.2], [0.2, -0.3, 0.3], [0.0, 0.1, 0.1], [-0.2, 0.5, -0.2]]}